2 unconnected molecules or ions with the total composition C3H5NO. Source: the Open Molecules 2025 dataset; level of theory: the ωB97M-V functional and the def2-TZVPD basis.

Properties
Molar mass   71.079 g/mol
Energy above the lowest of the compared OMol25 structures with the same formula, charge and spin   3.996 eV
HOMO-LUMO gap   0.360 hartree
Lowest unoccupied orbital energy   0.826 eV

Structure (XYZ):
```
10
Properties=species:S:1:pos:R:3:forces:R:3:mulliken_charge:R:1
O 1.723043 -1.095297 0.438398 -0.4 0.3 0.1 -0.4795
C 1.370070 0.102118 0.308148 0.1 0.0 0.0 0.0961
N 0.225781 0.350379 -0.321962 0.6 0.2 -0.4 -0.1408
C -1.134383 0.682301 0.021045 0.1 0.1 0.2 -0.2823
C -0.701848 -0.761094 -0.310314 0.7 -0.2 -0.2 -0.6056
H 1.994952 0.921010 0.652265 0.0 0.0 0.1 0.3571
H -1.384388 1.014449 1.027842 0.3 -0.3 0.0 0.2316
H -1.565382 1.330742 -0.754343 -0.1 -0.6 0.3 0.2160
H -1.028651 -1.000384 -1.329480 0.2 -0.2 0.3 0.1460
H 0.500810 -1.544226 0.268399 -1.5 0.7 -0.3 0.4614
```
Positions in Å, forces in eV/Å.